No. 1
134
Properties=species:S:1:pos:R:3:forces:R:3 method="wB97M-V/def2-TZVPD" de_lowest_kcal_mol=10.2 total_charge=0 total_energy_ha=-11487.623386 lumo_energy_ev=0.21 homo_lumo_gap_ev=7.610
Ir 0.40594 2.09470 -1.44460 -0.43 0.29 0.25
C 4.81634 -4.31550 2.59433 0.01 0.00 0.00
C 3.68691 -3.42259 3.02931 -0.03 0.02 0.02
C 2.41685 -3.92628 3.26502 0.00 -0.04 0.00
C 1.35939 -3.10755 3.64556 -0.04 -0.17 0.07
C 0.02487 -3.75203 3.93239 -0.07 0.12 -0.06
C 1.56699 -1.73211 3.75263 0.09 0.04 0.14
C 2.85918 -1.20673 3.57549 0.00 -0.03 0.00
C 3.16460 0.25895 3.75331 0.00 -0.04 -0.01
C 3.89243 -2.06098 3.21723 -0.03 0.00 0.01
C 0.45739 -0.82553 4.17378 0.11 -0.16 0.27
C 0.03037 -0.97946 5.48977 -0.10 0.10 0.10
C -0.86642 -0.09161 6.06368 0.11 -0.05 -0.14
C -1.27969 1.00245 5.32765 0.00 0.00 -0.01
C -0.86378 1.18360 4.00593 -0.27 0.18 0.14
C -0.05581 0.22289 3.39404 0.16 0.17 -0.23
Ge 0.45118 0.39159 1.49936 0.14 0.07 -0.30
S 1.44799 2.16845 0.79587 -0.06 0.03 -0.10
S -1.04770 0.43900 -0.31469 0.13 -0.08 -0.32
Ge 0.41154 -1.15285 -1.14022 0.02 -0.04 0.19
S 1.56577 0.19594 -2.36379 0.01 0.11 0.08
S 1.33676 -1.54625 0.85097 -0.11 -0.10 -0.20
C -0.27108 -2.90834 -1.65470 0.06 -0.08 0.01
C -1.52707 -3.36232 -1.23992 -0.04 -0.09 -0.20
C -1.78588 -4.73166 -1.25618 -0.03 -0.05 -0.14
C -0.83827 -5.63375 -1.70930 -0.02 0.01 0.05
C 0.37100 -5.17114 -2.20237 0.10 -0.01 0.07
C 0.67029 -3.81490 -2.17238 -0.04 0.10 -0.26
C 1.91628 -3.30181 -2.83444 0.04 0.02 0.06
C 3.14956 -3.25665 -2.17887 0.02 -0.13 0.01
C 3.36822 -3.84109 -0.80709 -0.03 -0.01 0.03
C 4.24499 -2.69243 -2.83103 0.01 0.03 0.03
C 4.15371 -2.18634 -4.11418 -0.03 -0.01 -0.01
C 5.33925 -1.56257 -4.79812 0.00 0.01 0.02
C 2.93403 -2.29518 -4.77430 0.01 0.00 -0.01
C 1.82140 -2.85197 -4.16656 0.04 0.07 0.06
C 0.55213 -2.99233 -4.96185 0.04 0.01 -0.03
C -2.65639 -2.46622 -0.85325 -0.07 0.08 0.17
C -3.06580 -2.41822 0.48270 0.29 0.04 0.15
C -2.27405 -3.11395 1.57111 -0.06 0.06 -0.20
C -4.17635 -1.65665 0.82903 0.00 0.06 0.05
C -4.89419 -0.94439 -0.11994 0.03 -0.02 0.01
C -6.09988 -0.12781 0.26150 0.00 0.01 -0.01
C -4.46930 -1.00121 -1.44200 -0.01 0.02 0.03
C -3.35976 -1.74124 -1.82800 -0.05 -0.10 0.09
C -2.95732 -1.74652 -3.27641 0.11 0.00 -0.01
C -1.24340 2.51626 3.43008 -0.01 -0.02 0.01
C -2.54504 2.77319 3.00230 -0.04 -0.05 0.11
C -3.53701 1.65422 2.81730 0.04 0.00 -0.07
C -2.93396 4.09129 2.76899 -0.01 -0.01 0.06
C -2.05581 5.15012 2.91993 0.03 0.00 0.01
C -2.50175 6.57639 2.74044 0.01 0.00 -0.04
C -0.74771 4.86796 3.30501 -0.01 -0.04 -0.01
C -0.33260 3.57556 3.58540 -0.02 0.04 -0.02
C 1.05692 3.33380 4.10529 0.00 0.02 0.01
H 4.50828 -5.36042 2.57367 0.00 0.00 0.00
H 5.67045 -4.22555 3.26769 0.00 0.00 0.00
H 5.15925 -4.04584 1.59348 0.00 0.00 0.01
H 2.23538 -4.98973 3.14500 0.01 -0.01 0.00
H -0.20238 -4.50850 3.17928 0.01 0.02 0.02
H -0.79375 -3.02870 3.95341 0.19 -0.16 -0.01
H 0.04684 -4.25384 4.90293 0.00 0.00 0.01
H 2.53859 0.71885 4.51622 -0.01 0.00 0.02
H 3.01868 0.81707 2.82297 -0.01 0.00 0.00
H 4.20841 0.38954 4.04042 -0.01 0.00 -0.01
H 4.88577 -1.64743 3.07389 0.00 0.00 0.00
H 0.44130 -1.79532 6.07183 0.00 0.00 0.01
H -1.19210 -0.22145 7.08791 0.00 -0.01 0.00
H -1.91405 1.75855 5.77529 0.00 0.00 0.01
H -2.76153 -5.07925 -0.93735 0.01 -0.01 0.03
H -1.05167 -6.69514 -1.70130 -0.02 0.00 -0.04
H 1.10004 -5.86241 -2.60872 -0.01 0.00 -0.02
H 2.56723 -4.51904 -0.51374 -0.01 0.03 0.02
H 3.43658 -3.06331 -0.04558 -0.02 0.04 0.01
H 4.30840 -4.39566 -0.79342 -0.03 -0.03 0.00
H 5.19442 -2.64943 -2.30632 0.00 0.00 0.00
H 6.14660 -1.37240 -4.09118 0.00 -0.01 0.00
H 5.06452 -0.61584 -5.26558 -0.01 0.00 -0.01
H 5.72703 -2.21570 -5.58266 0.00 0.01 0.00
H 2.84605 -1.92791 -5.79170 -0.01 0.01 0.01
H 0.54276 -2.29125 -5.79594 0.01 -0.01 0.00
H -0.33076 -2.81822 -4.35628 -0.13 0.06 0.06
H 0.46750 -4.00292 -5.37092 -0.01 0.00 0.02
H -2.65153 -4.12022 1.77232 -0.02 0.00 -0.02
H -2.33540 -2.54690 2.50209 -0.05 0.00 -0.07
H -1.21856 -3.20758 1.30129 -0.12 0.05 0.05
H -4.47840 -1.61480 1.87139 0.00 0.01 -0.01
H -6.30081 -0.19425 1.33065 0.01 0.01 0.00
H -6.98904 -0.46866 -0.27163 0.00 -0.01 0.00
H -5.96055 0.92557 0.00554 0.01 0.00 0.01
H -5.01978 -0.45694 -2.20199 -0.01 0.02 -0.01
H -3.79616 -1.45479 -3.90835 0.03 0.03 0.01
H -2.61371 -2.73041 -3.58902 0.03 -0.08 -0.04
H -2.14259 -1.03764 -3.46556 -0.01 -0.05 0.02
H -3.44704 0.90075 3.59997 -0.02 0.00 0.00
H -3.37512 1.13601 1.86453 0.00 -0.03 0.05
H -4.55913 2.03389 2.82233 -0.01 0.01 -0.02
H -3.96224 4.29209 2.48356 0.00 0.00 -0.02
H -3.51582 6.63067 2.34503 0.00 0.00 -0.02
H -1.84028 7.11467 2.05927 -0.01 0.00 -0.01
H -2.48658 7.10578 3.69529 0.00 0.00 0.00
H -0.04497 5.68443 3.43646 0.00 0.00 0.00
H 1.57036 4.27937 4.27681 0.00 0.00 0.00
H 1.64417 2.75729 3.38905 -0.01 0.03 0.03
H 1.03725 2.77656 5.04426 -0.01 0.00 0.01
N -2.84973 3.15597 -0.09531 0.07 0.03 -0.04
C -2.03517 4.04657 -0.67914 0.01 -0.05 0.13
N -0.77608 3.84385 -1.00000 -0.01 0.08 -0.03
C -0.19061 5.02594 -1.45069 -0.08 -0.04 -0.07
C -1.00885 6.08938 -1.54246 0.00 0.01 0.02
S -2.58804 5.65747 -1.00082 0.01 0.00 0.07
C 1.23496 4.94242 -1.71342 0.02 0.00 -0.07
C 2.15538 5.91700 -1.83871 0.00 0.02 0.01
S 3.73735 5.22210 -1.91038 0.02 0.01 -0.01
C 3.05472 3.64047 -1.76864 -0.02 -0.03 0.12
N 1.73978 3.65701 -1.72594 0.26 -0.23 -0.25
N 3.79199 2.53058 -1.67341 -0.02 0.03 -0.06
H -2.55397 2.18961 -0.07375 0.01 0.01 -0.02
H -3.83968 3.32608 -0.10683 0.00 0.00 0.00
H -0.78053 7.08255 -1.88733 0.00 0.00 0.00
H 2.01293 6.98312 -1.82938 -0.01 0.00 0.00
H 4.75935 2.54009 -1.93965 0.01 0.01 0.03
H 3.30298 1.63812 -1.64638 0.02 -0.01 0.02
Cl -2.86446 1.68420 -2.68352 -0.08 -0.05 0.10
C -1.64287 1.98998 -3.86925 0.00 0.13 -0.05
C -0.31087 2.20157 -3.47962 0.00 -0.23 -0.01
C 0.53329 2.39261 -4.59569 -0.01 -0.05 0.00
Cl 2.25744 2.54007 -4.43090 0.04 0.03 0.07
C 0.10207 2.41307 -5.92566 0.02 0.04 0.03
Cl 1.20890 2.66769 -7.22493 -0.01 0.01 -0.02
C -1.23561 2.21563 -6.23004 -0.02 0.00 -0.03
Cl -1.78873 2.24007 -7.85912 0.00 0.00 0.00
C -2.11343 1.98981 -5.18492 -0.02 0.00 0.02
Cl -3.78069 1.71517 -5.54192 0.01 -0.01 -0.01

No. 2
51
Properties=species:S:1:pos:R:3:forces:R:3 method="wB97M-V/def2-TZVPD" de_lowest_kcal_mol=14.2 total_charge=+1 total_energy_ha=-1202.081757 lumo_energy_ev=-3.89 homo_lumo_gap_ev=8.777
Be -2.29297 -0.01594 -1.89473 1.44 -0.33 2.13
C -2.19456 -1.10313 1.52031 -0.26 -0.01 -0.18
C -1.17451 -0.23698 0.75030 -2.36 -1.42 -0.22
C 0.13694 -0.85257 0.62310 3.06 0.37 -0.86
O -1.59471 0.19322 -0.52660 -0.66 0.51 -0.46
H -2.52269 -2.02154 1.00083 0.48 0.28 0.27
H -3.08849 -0.56772 1.78556 -0.75 0.66 -0.56
H -1.87697 -1.28932 2.54700 0.71 -0.58 -0.22
H -0.99120 0.58742 1.39494 -0.26 1.39 0.60
H 0.54231 -1.31601 1.52706 -0.21 -0.03 -0.09
H 0.77954 0.03934 0.39449 -0.02 -0.96 0.16
H 0.30729 -1.48904 -0.25889 -0.52 -0.18 0.47
O 1.25863 -2.59791 -2.81285 -0.32 -2.55 0.99
H 1.81102 -2.02321 -3.28538 1.40 1.52 -1.02
H 1.83971 -3.41184 -2.72797 -1.21 1.16 -0.03
O 3.44731 -2.38417 2.08049 -0.33 0.70 -0.06
H 2.80516 -1.72862 2.43372 0.02 -0.63 0.36
H 4.18476 -1.76874 1.97960 0.45 -0.61 -0.30
O 2.77103 -0.22748 3.36337 1.12 0.48 -0.59
H 3.76531 -0.31471 3.27265 -1.86 0.67 0.32
H 2.43976 0.53004 2.80249 0.89 -0.88 0.87
O 3.04483 -2.07592 -0.57878 -1.06 0.13 -0.92
H 2.87137 -1.99960 0.37470 0.21 -0.57 -0.09
H 2.18416 -2.21486 -1.03497 0.90 0.20 0.68
O -3.89658 -0.39732 -1.82129 0.13 0.36 0.66
H -4.27180 0.29763 -1.24101 0.25 0.24 0.67
H -4.52770 -0.45674 -2.51788 -0.67 -0.52 -1.17
O 0.13533 1.11308 4.34821 0.16 1.88 0.02
H 0.65469 1.38648 3.57676 -0.09 -0.05 0.38
H -0.06121 0.22593 4.15702 -0.41 -1.97 -0.07
O 1.65662 1.80528 2.11109 0.08 0.87 0.38
H 1.68209 2.73263 2.36898 0.58 0.20 0.45
H 1.03062 1.88604 1.40004 -0.61 -0.20 -1.26
O 0.82252 0.55655 -2.54505 -0.01 0.76 -0.58
H 0.66414 0.24333 -3.43662 0.02 -0.37 -0.35
H 1.35512 1.34763 -2.74642 0.14 -0.21 0.71
O -3.83059 1.86538 -0.37003 0.02 -0.05 0.53
H -4.42675 2.55726 -0.11110 -0.97 0.75 -0.32
H -3.39761 1.74118 0.48418 0.55 -0.67 -0.23
O -1.48700 -1.26123 -2.71566 -0.19 0.29 0.32
H -1.51541 -1.18853 -3.66144 0.06 -0.37 -0.93
H -0.55593 -1.41795 -2.46706 -0.06 -0.20 0.23
O 0.10011 2.75649 -0.18638 0.60 0.10 0.22
H -0.26725 1.88702 -0.32578 -0.40 -1.04 -0.60
H -0.64178 3.21298 0.19364 -0.49 0.68 0.25
O -2.21830 1.41039 -2.78588 0.98 0.62 -1.15
H -1.37644 1.77989 -3.13723 -0.20 -0.48 0.91
H -2.85499 1.70500 -3.43920 -0.63 0.01 0.01
O 3.14007 0.97772 -0.25461 0.51 0.42 -1.38
H 3.15218 1.22121 0.64613 0.25 0.82 1.56
H 2.48281 0.30199 -0.25385 -0.46 -1.16 -0.50

Please write out number 2 again, unchanged.
51
Properties=species:S:1:pos:R:3:forces:R:3 method="wB97M-V/def2-TZVPD" de_lowest_kcal_mol=14.2 total_charge=+1 total_energy_ha=-1202.081757 lumo_energy_ev=-3.89 homo_lumo_gap_ev=8.777
Be -2.29297 -0.01594 -1.89473 1.44 -0.33 2.13
C -2.19456 -1.10313 1.52031 -0.26 -0.01 -0.18
C -1.17451 -0.23698 0.75030 -2.36 -1.42 -0.22
C 0.13694 -0.85257 0.62310 3.06 0.37 -0.86
O -1.59471 0.19322 -0.52660 -0.66 0.51 -0.46
H -2.52269 -2.02154 1.00083 0.48 0.28 0.27
H -3.08849 -0.56772 1.78556 -0.75 0.66 -0.56
H -1.87697 -1.28932 2.54700 0.71 -0.58 -0.22
H -0.99120 0.58742 1.39494 -0.26 1.39 0.60
H 0.54231 -1.31601 1.52706 -0.21 -0.03 -0.09
H 0.77954 0.03934 0.39449 -0.02 -0.96 0.16
H 0.30729 -1.48904 -0.25889 -0.52 -0.18 0.47
O 1.25863 -2.59791 -2.81285 -0.32 -2.55 0.99
H 1.81102 -2.02321 -3.28538 1.40 1.52 -1.02
H 1.83971 -3.41184 -2.72797 -1.21 1.16 -0.03
O 3.44731 -2.38417 2.08049 -0.33 0.70 -0.06
H 2.80516 -1.72862 2.43372 0.02 -0.63 0.36
H 4.18476 -1.76874 1.97960 0.45 -0.61 -0.30
O 2.77103 -0.22748 3.36337 1.12 0.48 -0.59
H 3.76531 -0.31471 3.27265 -1.86 0.67 0.32
H 2.43976 0.53004 2.80249 0.89 -0.88 0.87
O 3.04483 -2.07592 -0.57878 -1.06 0.13 -0.92
H 2.87137 -1.99960 0.37470 0.21 -0.57 -0.09
H 2.18416 -2.21486 -1.03497 0.90 0.20 0.68
O -3.89658 -0.39732 -1.82129 0.13 0.36 0.66
H -4.27180 0.29763 -1.24101 0.25 0.24 0.67
H -4.52770 -0.45674 -2.51788 -0.67 -0.52 -1.17
O 0.13533 1.11308 4.34821 0.16 1.88 0.02
H 0.65469 1.38648 3.57676 -0.09 -0.05 0.38
H -0.06121 0.22593 4.15702 -0.41 -1.97 -0.07
O 1.65662 1.80528 2.11109 0.08 0.87 0.38
H 1.68209 2.73263 2.36898 0.58 0.20 0.45
H 1.03062 1.88604 1.40004 -0.61 -0.20 -1.26
O 0.82252 0.55655 -2.54505 -0.01 0.76 -0.58
H 0.66414 0.24333 -3.43662 0.02 -0.37 -0.35
H 1.35512 1.34763 -2.74642 0.14 -0.21 0.71
O -3.83059 1.86538 -0.37003 0.02 -0.05 0.53
H -4.42675 2.55726 -0.11110 -0.97 0.75 -0.32
H -3.39761 1.74118 0.48418 0.55 -0.67 -0.23
O -1.48700 -1.26123 -2.71566 -0.19 0.29 0.32
H -1.51541 -1.18853 -3.66144 0.06 -0.37 -0.93
H -0.55593 -1.41795 -2.46706 -0.06 -0.20 0.23
O 0.10011 2.75649 -0.18638 0.60 0.10 0.22
H -0.26725 1.88702 -0.32578 -0.40 -1.04 -0.60
H -0.64178 3.21298 0.19364 -0.49 0.68 0.25
O -2.21830 1.41039 -2.78588 0.98 0.62 -1.15
H -1.37644 1.77989 -3.13723 -0.20 -0.48 0.91
H -2.85499 1.70500 -3.43920 -0.63 0.01 0.01
O 3.14007 0.97772 -0.25461 0.51 0.42 -1.38
H 3.15218 1.22121 0.64613 0.25 0.82 1.56
H 2.48281 0.30199 -0.25385 -0.46 -1.16 -0.50